116
Properties=species:S:1:pos:R:3:forces:R:3 method="wB97M-V/def2-TZVPD" e_lumo_ev="3.793 / 3.792" total_energy_ha=-5346.71788 total_charge=-2 multiplicity=2 molar_mass_g_mol=933.2
Ti 0.330 0.968 -0.308 -0.4529 0.3214 -0.1217
C -2.818 -1.740 3.532 -0.0297 -0.0097 -0.0192
C -1.394 -2.238 3.242 -0.0518 -0.0585 -0.0025
C -1.107 -3.460 4.112 -0.0053 -0.0382 0.0035
C -1.370 -2.659 1.769 0.0277 -0.0609 -0.0556
P -0.199 -0.776 3.310 -0.0156 0.0884 -0.0219
C 1.410 -1.586 2.844 0.0280 -0.1174 0.0392
N 1.724 -1.714 1.430 0.0129 -0.0225 -0.0209
B 1.415 -0.872 0.280 0.1086 -0.1844 -0.0192
N 2.256 -1.421 -0.775 0.0443 -0.1282 -0.0434
C 2.273 -1.056 -2.159 0.0643 0.0575 0.1667
P 0.618 -0.425 -2.837 -0.3571 0.2068 -0.4370
C 1.354 0.151 -4.500 -0.0131 -0.0530 -0.0420
C 2.520 -0.701 -5.031 0.0655 -0.0051 -0.0483
C 1.906 1.571 -4.303 0.0336 -0.0083 -0.0150
C 0.277 0.205 -5.589 0.0376 0.0092 -0.0072
C -0.301 -2.065 -3.074 -0.0006 -0.0502 -0.0729
C -1.729 -1.854 -3.591 0.0253 0.0092 -0.0059
C -0.405 -2.762 -1.715 -0.0463 -0.0853 0.0926
C 0.400 -3.035 -4.035 -0.0006 -0.0615 0.0092
C 3.026 -2.461 -0.290 -0.0580 0.0505 -0.0392
C 3.971 -3.257 -0.911 0.0054 -0.0259 0.0287
C 4.606 -4.247 -0.157 -0.0073 0.0099 -0.0224
C 4.302 -4.409 1.186 0.0131 -0.0150 0.0205
C 3.353 -3.602 1.818 0.0026 -0.0226 0.0079
C 2.697 -2.633 1.073 0.0646 0.0034 0.0465
C 0.191 -0.458 5.137 0.0286 -0.0361 0.0160
C 0.971 0.863 5.161 0.0133 0.0353 -0.0111
C 1.011 -1.512 5.888 0.0148 -0.0249 0.0211
C -1.125 -0.230 5.888 -0.0024 -0.0063 0.0304
H -3.533 -2.482 3.158 0.0048 -0.0018 0.0239
H -3.020 -0.794 3.027 0.0107 -0.0121 -0.0152
H -3.006 -1.617 4.598 0.0085 0.0151 -0.0002
H -1.810 -4.260 3.849 0.0033 0.0098 -0.0092
H -1.247 -3.246 5.172 -0.0031 0.0083 -0.0044
H -0.099 -3.856 3.969 0.0139 0.0218 -0.0054
H -2.137 -3.425 1.602 -0.0021 -0.0008 -0.0157
H -0.405 -3.070 1.466 -0.0138 -0.0009 0.0139
H -1.591 -1.804 1.128 -0.0069 0.0300 -0.0317
H 1.452 -2.583 3.293 -0.0268 0.0230 -0.0075
H 2.193 -0.984 3.317 -0.0222 0.0489 -0.0104
H 2.522 -1.928 -2.772 0.0442 0.0573 0.0429
H 3.011 -0.274 -2.364 -0.0387 -0.0022 -0.0074
H 3.406 -0.637 -4.399 -0.0473 0.0127 -0.0364
H 2.802 -0.293 -6.007 0.0058 -0.0096 -0.0064
H 2.272 -1.751 -5.178 0.0053 0.0522 0.0077
H 2.732 1.600 -3.591 -0.0150 -0.0092 -0.0081
H 1.142 2.263 -3.956 -0.0198 0.0052 0.0014
H 2.288 1.919 -5.269 -0.0096 0.0185 0.0071
H -0.066 -0.786 -5.891 0.0094 -0.0173 0.0127
H 0.711 0.685 -6.472 -0.0186 0.0012 0.0020
H -0.584 0.791 -5.272 -0.0139 0.0238 0.0369
H -2.333 -1.299 -2.877 0.0103 0.0005 0.0391
H -2.177 -2.842 -3.742 -0.0116 0.0216 -0.0011
H -1.760 -1.312 -4.535 0.0132 0.0124 -0.0280
H -0.808 -2.098 -0.952 -0.0418 0.0525 0.0390
H 0.555 -3.138 -1.361 -0.0136 0.0093 -0.0134
H -1.089 -3.612 -1.816 0.0223 -0.0103 0.0016
H 0.403 -2.680 -5.065 -0.0246 0.0105 0.0042
H -0.157 -3.978 -4.016 -0.0023 0.0024 -0.0009
H 1.424 -3.271 -3.741 -0.0350 0.0245 0.0109
H 4.229 -3.100 -1.951 0.0174 -0.0117 -0.0002
H 5.353 -4.878 -0.623 0.0013 -0.0004 0.0033
H 4.818 -5.166 1.765 -0.0020 -0.0027 -0.0068
H 3.150 -3.731 2.873 0.0002 -0.0009 -0.0073
H 1.932 0.794 4.650 -0.0150 -0.0155 0.0021
H 1.151 1.146 6.205 0.0199 0.0259 -0.0025
H 0.420 1.666 4.669 -0.0082 -0.0158 0.0010
H 1.952 -1.740 5.388 0.0240 0.0255 -0.0185
H 0.466 -2.446 6.028 0.0146 0.0103 -0.0296
H 1.266 -1.128 6.883 -0.0358 0.0109 0.0076
H -1.812 0.401 5.320 0.0219 0.0036 -0.0054
H -0.915 0.273 6.838 0.0121 -0.0144 0.0094
H -1.629 -1.171 6.117 0.0008 0.0269 -0.0268
S 2.567 1.735 2.061 -0.0094 0.0652 0.1110
C 1.205 2.151 1.187 0.0180 0.1816 0.0882
N 0.707 3.408 1.136 -0.0047 -0.2891 -0.0898
S -0.220 5.665 -0.017 0.0337 -0.0763 0.0506
C 0.547 4.129 0.079 -0.0813 0.2349 -0.0865
S -0.898 1.025 -2.593 0.5227 -0.4717 0.1432
N 2.086 4.398 -1.912 -0.1070 0.0405 0.0225
C 1.043 3.573 -1.287 0.1143 -0.2095 -0.0055
N 1.636 2.251 -1.143 0.3128 0.0915 -0.1540
C 3.007 2.432 -1.225 -0.1142 0.0210 0.0315
C 4.044 1.560 -0.937 0.0357 0.0061 -0.0039
C 5.361 1.981 -1.165 -0.0390 0.0379 -0.0192
C 5.628 3.252 -1.642 0.0514 -0.0491 0.0222
C 4.585 4.150 -1.905 -0.0505 0.0233 -0.0153
C 3.289 3.735 -1.684 0.1494 -0.0129 0.0114
H 2.010 5.365 -1.623 0.0182 0.0169 0.0013
H 0.155 3.530 -1.925 -0.0083 0.0320 -0.0179
H 3.841 0.592 -0.501 -0.0085 -0.0072 0.0072
H 6.177 1.306 -0.935 0.0043 0.0018 -0.0008
H 6.654 3.564 -1.800 -0.0052 0.0072 -0.0002
H 4.788 5.150 -2.269 0.0017 -0.0015 0.0074
C -6.222 4.495 1.367 -0.0125 0.0447 0.0290
C -6.311 3.287 0.485 -0.0474 -0.0448 -0.0533
C -7.527 2.745 0.107 -0.0047 0.0121 0.0430
C -7.574 1.619 -0.699 -0.0322 -0.0352 -0.0326
Cl -9.135 0.959 -1.160 0.0300 0.0108 0.0092
C -6.417 1.009 -1.134 -0.0069 0.0077 0.0128
C -5.186 1.540 -0.765 -0.0079 -0.0078 -0.0077
C -5.129 2.679 0.031 0.0477 0.0227 0.0227
O -3.994 3.295 0.412 -0.0014 0.0017 -0.0441
C -2.758 2.702 0.046 -0.0589 0.0824 0.0309
C -2.482 1.418 0.818 0.2016 -0.1738 0.0917
O -3.185 1.061 1.740 -0.1258 0.0062 -0.1068
O -1.451 0.762 0.365 -0.2488 0.2346 0.4149
H -7.211 4.778 1.729 0.0063 0.0115 -0.0042
H -5.786 5.342 0.833 0.0114 -0.0156 -0.0118
H -5.569 4.302 2.219 -0.0048 -0.0198 0.0013
H -8.448 3.200 0.450 0.0012 0.0012 -0.0039
H -6.465 0.121 -1.749 0.0028 0.0005 -0.0019
H -4.283 1.044 -1.092 -0.0028 0.0136 -0.0086
H -1.990 3.448 0.260 0.0012 -0.0089 0.0825
H -2.725 2.496 -1.027 0.0320 -0.0034 -0.0114


9
Properties=species:S:1:pos:R:3:forces:R:3 method="wB97M-V/def2-TZVPD" e_lumo_ev=4.169 smiles="N#CCN=[N+]([O-])[O-]" total_energy_ha=-392.09292 total_charge=-1 multiplicity=1 molar_mass_g_mol=100.1
C -1.233 -0.007 0.970 0.1723 0.2165 0.0138
C -0.678 -0.454 -0.389 -0.1320 0.9842 2.9677
N -1.581 0.277 2.035 -0.0398 -0.1151 -0.6432
N 0.211 0.500 -0.956 -2.1232 -0.5401 -1.7847
N 1.349 0.547 -0.413 1.2589 -0.0965 2.1241
O 1.617 -0.139 0.640 -0.0304 0.2512 -0.9043
O 2.167 1.351 -0.879 0.6918 0.0912 -0.1121
H -0.323 -1.399 -0.047 1.2013 -1.0040 -0.3233
H -1.531 -0.675 -0.961 -0.9989 0.2126 -1.3380


8
Properties=species:S:1:pos:R:3:forces:R:3 method="wB97M-V/def2-TZVPD" e_lumo_ev=-0.162 total_energy_ha=-606.04105 multiplicity=1 molar_mass_g_mol=89.1
C -0.501 -1.425 0.718 3.9092 -0.4733 0.3524
C 0.502 1.436 -0.859 -1.0993 -0.2189 1.9217
H -1.393 -1.617 1.220 -1.1747 -0.8710 1.0073
H 0.566 -2.335 0.913 -3.4191 3.1565 -1.2316
H 1.261 1.494 -1.616 0.1763 0.7379 -0.4228
N -0.535 -0.225 0.258 -0.5373 -2.8220 0.3991
O 0.525 0.082 -0.532 0.5858 1.9447 -0.5272
S -0.425 2.589 -0.102 1.5591 -1.4539 -1.4990


126
Properties=species:S:1:pos:R:3:forces:R:3 method="wB97M-V/def2-TZVPD" e_lumo_ev="-0.013 / -0.014" total_energy_ha=-6722.59151 multiplicity=1 molar_mass_g_mol=1288.9
Ir -0.334 -0.389 0.445 0.1274 -1.4999 -1.0790
N 1.082 -0.608 -1.735 -0.0923 0.2670 0.5608
C 0.431 -1.169 -2.848 -0.0873 -0.0850 -0.1586
C 1.080 -2.045 -3.713 0.0334 0.0783 0.0678
C 0.398 -2.576 -4.793 -0.0434 -0.0295 -0.0514
C -0.930 -2.238 -5.027 0.0647 -0.0081 0.0088
C -1.581 -1.383 -4.153 -0.0128 0.0154 0.0280
C -0.915 -0.851 -3.051 0.0861 -0.1289 0.0540
P -1.725 0.135 -1.758 -0.1038 0.0788 0.3952
C -1.708 1.840 -2.396 0.2025 0.0221 0.0526
C -2.411 2.817 -1.687 0.1544 -0.0711 0.1003
C -2.383 4.135 -2.103 0.0368 0.0002 -0.0389
C -1.635 4.498 -3.219 -0.0394 0.0191 0.0117
C -0.925 3.537 -3.917 -0.0577 -0.0678 -0.0295
C -0.965 2.208 -3.509 -0.0243 0.0346 -0.1328
C -3.484 -0.333 -2.021 -0.0321 0.1332 -0.1150
C -4.320 0.437 -2.833 0.0818 0.0091 0.0499
C -5.592 -0.003 -3.167 0.0098 -0.0259 -0.0475
C -6.039 -1.239 -2.730 -0.0185 0.0182 -0.0228
C -5.215 -2.015 -1.929 0.0514 0.0296 0.1311
C -3.961 -1.553 -1.552 0.0092 -0.0654 0.0044
H 0.974 0.398 -1.680 0.2531 0.0909 -0.1152
H 2.069 -0.820 -1.657 -0.0031 -0.1169 0.0363
H 2.120 -2.296 -3.539 -0.0021 -0.0051 -0.0024
H 0.909 -3.256 -5.462 -0.0008 0.0019 -0.0050
H -1.457 -2.648 -5.878 -0.0029 -0.0090 0.0012
H -2.624 -1.140 -4.312 0.0105 -0.0139 -0.0104
H -2.979 2.550 -0.802 0.1644 -0.0330 -0.2187
H -2.932 4.882 -1.545 0.0080 0.0214 -0.0128
H -1.604 5.533 -3.536 0.0050 0.0032 0.0018
H -0.337 3.815 -4.782 0.0051 0.0027 0.0009
H -0.412 1.460 -4.066 -0.0008 0.0000 -0.0120
H -3.977 1.382 -3.228 0.0210 0.0512 0.0271
H -6.222 0.616 -3.792 -0.0066 0.0063 0.0064
H -7.020 -1.597 -3.014 -0.0006 -0.0028 0.0055
H -5.548 -2.984 -1.584 -0.0326 -0.0620 0.0328
H -3.349 -2.165 -0.906 0.1042 -0.0263 0.0455
F 1.035 3.287 -1.651 0.1110 0.0010 0.1746
C 2.315 3.246 -1.273 -0.1178 0.0470 0.0833
F 2.793 4.483 -1.239 0.0080 -0.0003 -0.0445
F 2.992 2.541 -2.190 -0.0203 0.0245 0.0246
S 2.509 2.425 0.369 0.2109 -0.0864 0.0380
O 1.879 1.130 0.161 -0.1623 0.4926 -0.0358
O 3.923 2.424 0.566 0.0365 -0.0153 0.0307
N 1.818 3.361 1.411 -0.2478 -0.2614 -0.0842
S 0.313 3.232 1.895 0.2439 0.2382 -0.0710
O -0.536 2.441 1.043 -0.0651 0.1949 -0.0702
O 0.219 3.051 3.312 0.1325 -0.0123 -0.0745
C -0.242 4.967 1.620 0.0256 -0.0573 0.0708
F 0.583 5.836 2.192 -0.0495 0.0061 -0.0116
F -1.458 5.111 2.156 -0.0393 0.0059 -0.0480
F -0.320 5.232 0.317 0.0300 0.0441 -0.0397
C 1.682 -3.182 4.065 0.0662 0.0186 -0.0333
C 0.788 -2.165 3.350 0.1421 0.1439 0.0216
C 1.306 -0.764 3.711 -0.0474 -0.0064 -0.0419
C -0.630 -2.329 3.861 -0.2619 0.0297 0.1100
P 0.770 -2.199 1.468 -0.1713 0.1605 0.1680
C 2.589 -2.421 1.196 -0.0416 -0.2372 -0.1378
C 3.172 -3.684 1.358 0.0396 0.0410 -0.0726
C 4.538 -3.875 1.236 -0.0054 0.0286 0.0020
C 5.372 -2.799 0.960 -0.0023 -0.0196 0.0084
C 4.819 -1.539 0.820 0.0061 0.0509 0.0075
C 3.445 -1.358 0.938 -0.0758 0.0474 0.0153
C 0.024 -3.837 0.822 -0.0603 -0.0101 0.1018
C 0.047 -5.060 1.753 0.0271 -0.0233 0.0084
C -1.451 -3.576 0.508 -0.1074 0.0355 0.0088
C 0.693 -4.203 -0.509 -0.0266 0.0331 -0.0237
H 1.572 -3.014 5.140 -0.0072 -0.0052 -0.0088
H 2.735 -3.049 3.821 0.0121 -0.0038 -0.0029
H 1.401 -4.215 3.870 -0.0091 -0.0262 -0.0394
H 1.288 -0.652 4.798 0.0155 0.0033 -0.0144
H 0.690 0.022 3.273 -0.0460 0.0248 0.0270
H 2.335 -0.623 3.372 -0.0031 0.0300 0.0197
H -0.700 -1.960 4.888 -0.0194 -0.0155 -0.0093
H -0.941 -3.372 3.854 -0.0802 -0.0363 0.0309
H -1.325 -1.762 3.252 -0.2001 0.1585 -0.0328
H 2.565 -4.541 1.590 0.0079 -0.0012 0.0106
H 4.950 -4.867 1.365 0.0040 0.0025 0.0033
H 6.441 -2.944 0.868 -0.0009 0.0010 -0.0060
H 5.444 -0.677 0.625 0.0035 -0.0022 -0.0007
H 3.047 -0.366 0.848 -0.0828 0.1625 -0.0575
H -0.544 -4.905 2.653 0.0048 0.0164 -0.0043
H 1.036 -5.396 2.051 0.0089 0.0111 0.0151
H -0.414 -5.888 1.207 -0.0012 -0.0021 0.0065
H -2.004 -3.187 1.365 -0.0161 -0.0012 -0.0082
H -1.918 -4.515 0.195 0.0040 -0.0022 0.0295
H -1.528 -2.860 -0.306 -0.0385 0.0586 0.0120
H 1.713 -4.563 -0.399 -0.0081 -0.0076 -0.0198
H 0.702 -3.350 -1.187 0.0028 0.0786 -0.0599
H 0.104 -4.993 -0.984 -0.0025 0.0101 -0.0011
C -1.892 -0.148 1.349 -0.3067 0.2730 0.0160
Ge -3.607 -0.351 2.388 0.2181 -0.1887 -0.1721
C -4.689 0.913 1.336 0.0238 0.0309 -0.0213
C -5.871 0.626 0.656 -0.0523 -0.0066 -0.0088
C -6.508 1.591 -0.116 0.0161 -0.0225 0.0565
C -5.983 2.870 -0.208 0.0225 0.0350 0.0314
C -4.822 3.184 0.485 -0.2136 -0.0248 0.1262
C -4.184 2.215 1.245 -0.1362 0.0212 0.1196
C -4.429 -2.116 2.602 0.0061 0.0441 0.1650
C -5.262 -2.672 1.635 0.0655 -0.1679 -0.1005
C -5.852 -3.916 1.817 -0.0095 0.0034 -0.0433
C -5.620 -4.634 2.979 -0.0153 0.0077 0.0066
C -4.805 -4.093 3.962 -0.0021 0.0011 -0.0141
C -4.225 -2.846 3.775 0.0401 -0.0271 -0.0089
C -3.308 0.450 4.138 0.0279 -0.0935 -0.0101
C -2.298 1.396 4.304 0.0230 -0.0542 -0.0073
C -2.088 1.995 5.538 0.0493 0.0471 0.0342
C -2.886 1.655 6.621 -0.0152 -0.0047 -0.0363
C -3.904 0.724 6.464 -0.0111 -0.0061 -0.0185
C -4.114 0.126 5.228 -0.0413 0.0587 0.0330
H -2.113 0.862 0.938 0.0524 0.0313 0.3500
H -6.324 -0.353 0.724 0.0174 -0.0107 0.0122
H -7.421 1.337 -0.641 0.0034 0.0035 -0.0051
H -6.482 3.622 -0.807 0.0060 0.0043 -0.0059
H -4.406 4.183 0.437 -0.0082 0.0356 0.0048
H -3.276 2.496 1.771 0.0080 -0.0353 0.0259
H -5.444 -2.148 0.712 -0.0036 0.0666 -0.1217
H -6.498 -4.321 1.047 0.0092 -0.0052 0.0048
H -6.082 -5.603 3.123 0.0090 -0.0053 -0.0001
H -4.625 -4.636 4.881 -0.0025 0.0010 -0.0025
H -3.623 -2.434 4.571 0.1771 0.0247 0.0385
H -1.661 1.673 3.473 0.0413 -0.0375 0.0409
H -1.298 2.728 5.648 0.0150 -0.0169 -0.0439
H -2.720 2.119 7.585 0.0039 0.0005 0.0022
H -4.536 0.465 7.303 -0.0046 -0.0062 -0.0005
H -4.918 -0.593 5.119 -0.0060 0.0232 0.0089


13
Properties=species:S:1:pos:R:3:forces:R:3 method="wB97M-V/def2-TZVPD" e_lumo_ev=0.377 smiles=CN(C)[SiH](Cl)Cl total_energy_ha=-1345.08471 multiplicity=1 molar_mass_g_mol=144.1
C -0.353 -1.319 -0.359 -1.5454 0.3149 0.1418
C -0.192 1.070 -0.119 -1.3816 -0.4857 -0.3637
N 0.531 -0.184 -0.037 1.7659 -1.0025 -0.2766
Si 2.074 -0.275 0.692 2.0608 2.2670 -0.8751
Cl 3.174 -1.786 -0.190 -0.5637 0.3266 0.5773
Cl 3.300 1.758 -0.056 -1.4988 -2.1392 0.7385
H -0.030 -2.366 -0.377 0.8140 0.5953 0.4056
H -1.044 -1.148 0.454 -1.0227 -1.1170 0.1865
H -1.000 -1.233 -1.290 1.2719 0.5742 0.6892
H -0.824 0.926 -1.038 0.3326 0.6304 0.8116
H -0.924 1.170 0.777 1.3397 0.4476 -1.3333
H 0.543 1.855 -0.351 -0.6527 0.1611 0.7240
H 2.528 -0.024 2.174 -0.9200 -0.5726 -1.4259


16
Properties=species:S:1:pos:R:3:forces:R:3 method="wB97M-V/def2-TZVPD" e_lumo_ev=0.975 total_energy_ha=-308.75852 multiplicity=1 molar_mass_g_mol=90.1
C -1.603 -1.092 -0.904 -0.2452 -0.3367 -0.2179
O -1.055 -0.084 -0.036 0.0598 0.4037 -0.2742
C -0.635 0.994 -0.662 -0.1062 -0.0532 0.5010
C -0.016 1.898 0.366 0.0014 0.0560 -0.0422
C 1.882 -0.540 -0.501 0.2409 0.2227 -0.3207
O 1.263 -1.530 0.284 -0.1379 0.0454 0.2018
H -2.346 -0.645 -1.566 0.1018 -0.0146 0.1187
H -0.797 -1.538 -1.490 -0.0986 0.0983 0.1202
H -2.052 -1.852 -0.264 0.0305 0.1153 -0.0469
H 1.169 -0.017 -1.170 0.2728 -0.1975 0.1332
H -0.768 2.678 0.548 0.0858 -0.0220 0.0062
H 0.855 2.402 -0.067 -0.1893 -0.0500 0.0554
H 0.251 1.424 1.322 -0.1181 0.0362 -0.1663
H 2.611 -1.037 -1.142 0.0114 0.0260 0.0990
H 2.397 0.219 0.109 -0.0755 -0.1785 -0.1208
H 0.518 -1.110 0.739 0.1664 -0.1510 -0.0465